71
Properties=species:S:1:pos:R:3 method="wB97M-V/def2-TZVPD" spin_multiplicity=6 s2=8.79 charge=+2 energy_ev=-87982.2375 gap_ev="8.89 / 5.71" de_lowest_kj_mol=0.0
H 2.2760 2.5389 2.0836
H 3.2411 3.3653 -2.9101
H 1.4645 3.3831 -2.9559
H -4.3157 2.9382 3.0831
H 2.3856 3.5498 -4.4425
S -0.1521 -2.0688 -0.9328
C -2.4861 4.3814 1.6089
H 1.2727 -5.4909 0.2164
C 1.2079 2.4106 2.0786
C -2.2805 3.3022 2.6661
H 3.5529 1.6698 -5.4721
H 4.5438 1.5001 -4.0343
Cl -2.7355 -0.7242 -3.2263
O -1.3224 -1.0849 -3.3861
H 3.6750 0.0937 -4.7081
H -2.5773 -3.8781 1.3120
N -0.9768 2.5894 2.3088
C 3.6214 1.1653 -4.5102
C 0.5221 -3.1592 2.6964
H -1.3373 4.6886 4.0860
Ir -1.4750 -0.0331 -0.9767
C 0.2957 -2.2785 0.6995
H -3.0343 4.3597 4.3621
H 2.5086 0.1228 1.8492
C -3.4760 2.3604 2.6986
H 0.2982 -4.6820 -1.0290
C -0.6598 -5.6472 2.1571
H -2.5132 -5.2936 0.2593
H -3.3982 4.9323 1.8362
C -0.5942 -4.6907 0.9724
C 0.2573 -5.3020 -0.1343
C 0.2302 3.2449 2.4759
C 2.3792 1.5436 -3.7109
H 0.3290 -5.9290 2.5219
H 0.2072 1.3779 -3.9702
H -3.7581 1.9964 1.7135
H -1.1478 -6.5563 1.8112
H -2.0401 -3.7278 -0.3745
H -0.1857 -6.2557 -0.4183
H 0.4530 -3.8833 3.4858
H 1.1516 1.4541 -5.4505
H 1.1256 -0.0404 -4.5087
C -2.0116 -4.3606 0.5132
H -3.3234 1.5163 3.3720
H -1.2578 -5.2499 2.9784
C -0.7186 1.3798 1.7882
S -1.8801 0.1703 1.2931
H -1.6606 5.0939 1.5886
O -2.7425 0.7192 -2.8622
N 0.6130 1.2407 1.6439
H 4.3255 -0.1828 -2.5569
H 1.5374 -1.3685 3.5195
C 3.4800 0.0479 -1.9378
H 0.2937 4.2392 2.8762
C 1.1342 1.0489 -4.4393
N 2.4526 0.8517 -2.3512
N 0.8928 -1.3503 1.4843
H 3.7935 -0.9395 0.0122
S 0.0372 1.7453 -1.4106
B 1.5124 0.0650 1.1836
O -3.1987 -1.4086 -1.9955
H -2.5951 3.9396 0.6166
H -1.8357 3.1371 4.7882
C 3.2049 -0.3476 -0.6671
N 0.0768 -3.3978 1.4347
C 1.0447 -1.8946 2.7197
C -2.0930 3.9050 4.0578
C 2.3625 3.0499 -3.4746
C 1.5512 0.9205 -1.3524
O -3.5278 -1.0075 -4.3481
N 2.0005 0.1942 -0.3055

63
Properties=species:S:1:pos:R:3 method="wB97M-V/def2-TZVPD" spin_multiplicity=5 s2=6.06 energy_ev=-51793.4519 gap_ev="4.44 / 7.47"
H 1.2391 -4.4814 -0.2406
H -1.2256 3.6666 -2.1860
O -1.7878 -0.0832 1.6581
C -0.9276 1.4448 3.1093
H 4.8717 1.5833 0.6722
H 4.0832 0.7005 2.4075
H -2.1871 -1.5948 -6.1062
C -2.6692 -0.0784 3.9243
H -2.9904 0.0340 6.0465
H -1.8533 2.1916 -1.3602
C -3.9849 -0.9265 -3.2016
C -0.6918 1.9281 4.3780
C 3.9966 -0.3905 0.5434
H 0.9437 -3.6607 2.2443
H 1.2853 1.8480 -3.6392
H 0.4001 1.3645 -0.1968
H 1.7987 -2.0789 2.3272
H -5.0153 -0.8371 -2.8358
H 3.8211 1.3637 -0.6733
N -0.5496 -0.6749 -2.0207
C 0.9299 3.5489 -0.1914
C -1.8779 0.4303 2.9126
C 1.7456 2.3083 -2.7532
H -1.9646 -2.2500 0.8030
H 3.7690 -1.0745 2.6969
H 0.0691 3.6847 0.4689
C -1.4556 1.4176 5.4403
C 4.6218 0.8724 -0.1192
C -1.1071 2.5840 -2.0623
O 3.3363 -1.1850 -0.1930
H -4.5440 -1.4120 -5.2367
H 1.7740 3.2288 0.4308
H -3.3830 -0.8866 3.7345
H 1.1756 4.4762 -0.7025
C 3.5638 -0.2026 2.0371
H 1.1757 -3.3651 -1.6521
C 0.8436 -2.5738 2.0982
H 2.4854 -3.1770 -0.4396
C -1.3123 -2.9060 0.2127
H 5.4746 0.6720 -0.7396
C -2.9287 -0.7326 -2.3265
H -1.1990 2.0835 -3.0348
P 0.3997 -2.3060 0.3579
H 1.9898 3.3564 -2.9823
C -2.3930 -1.3551 -5.0538
C -1.3293 -1.1603 -4.1982
C -2.4176 0.4309 5.2049
B -0.5770 0.4711 1.1203
H 2.4746 0.0778 2.0309
C -3.7092 -1.2483 -4.5498
H -0.2709 -1.2177 -4.4658
C 1.4306 -3.4551 -0.5880
C -1.5875 -0.8553 -2.8204
H 0.0461 -2.1795 2.7438
H 2.6635 1.7655 -2.4978
O -0.1040 1.5142 2.0163
H -1.6150 -2.8784 -0.8401
H -1.3522 -3.9343 0.5920
H -3.0560 -0.4829 -1.2659
H 0.0768 2.6776 4.5298
P 0.5556 2.2779 -1.4280
Ru 0.3330 -0.1763 -0.5973
H -1.3076 1.8175 6.4572

67
Properties=species:S:1:pos:R:3 method="wB97M-V/def2-TZVPD" charge=+1 energy_ev=-125825.8050 gap_ev=7.63 de_lowest_kj_mol=0.0
H -1.6326 3.1600 2.9555
H -1.0281 -1.9885 1.6077
H 2.3477 3.9822 -3.0102
H -3.8652 2.8579 -0.2228
N 0.4908 -2.6243 0.3637
C -3.8204 -3.8846 -1.4944
H 3.8618 0.3144 0.2915
C -4.8032 -3.3698 -0.6493
C 1.5093 -3.4729 0.1596
Bi -0.2578 -1.1385 -1.3048
C 1.0855 -4.5327 2.2621
H 1.3231 -5.2839 3.0030
Cl -5.7181 -1.6416 1.2053
Cl -4.1423 -5.2902 -2.4201
H 3.0716 -1.0600 1.0593
H -0.1627 4.6252 1.2927
H 0.2451 1.0532 3.5029
C -2.9341 2.5240 -0.6865
H 1.6652 3.4692 2.2536
H -0.5618 -3.6718 3.3627
Cl -2.9383 -0.3091 1.0844
O 2.5082 -1.9658 -1.3409
Si 1.1269 2.0249 -2.1885
C 2.5206 0.9198 -2.8137
H -3.1529 2.4678 2.4012
Si 0.2618 1.2375 -0.1182
Si -1.5137 2.6721 0.5393
H 4.0517 0.0508 2.0256
C 3.3448 -0.0141 1.1936
H -1.1086 2.5578 -3.1805
H 0.9588 4.5109 -2.0721
H -1.7072 5.1119 0.6042
C -2.2900 -2.0963 -0.8326
H -0.3661 4.6931 -0.4565
Cl -6.3321 -4.1285 -0.5503
Si 1.8730 1.0661 1.6071
C -0.8597 4.4320 0.4768
H 3.0109 1.4205 -3.6525
C -3.2773 -1.6394 0.0328
C 0.0395 -3.6465 2.4656
H 1.7990 0.3679 3.9727
H 3.2514 2.8179 2.6612
H 0.1172 2.3073 -4.4235
H 1.6782 -3.7779 -1.9431
C 1.8318 -4.4366 1.0993
C 2.4665 2.8197 1.9006
H 2.6632 -5.1016 0.9127
C -0.2553 1.9407 -3.4631
C -4.5275 -2.2483 0.1315
H -0.6226 0.9247 -3.6397
H 0.6671 -0.5952 3.0286
H -1.7763 1.4229 2.7403
C 2.2731 -3.3481 -1.1279
H 2.9541 -1.8327 -2.1854
H -3.0936 1.5074 -1.0470
H 2.1316 -0.0280 -3.1934
C -2.0668 2.3849 2.3209
H -2.7517 3.1664 -1.5500
Cl -1.3725 -3.9669 -2.5864
H 2.4215 3.9623 -1.2488
C 1.0607 0.4124 3.1677
C -2.5847 -3.2448 -1.5667
H 3.2072 -3.9066 -1.0485
C 1.7693 3.7837 -2.1040
H 3.2757 0.7198 -2.0525
C -0.2258 -2.7058 1.4929
H 2.8849 3.2618 0.9950